[1]
17
Properties=species:S:1:pos:R:3 method="wB97M-V/def2-TZVPD" charge=0 lumo_ha=0.0000 gap_ev=9.18 largest_force_ha_per_bohr=0.091 homo_ev=-9.18 de_lowest_kcal_mol=94.33 energy_ev=-9797.376
C 0.55641 -0.82787 -0.72503
C 1.24022 -1.51582 0.43586
C -0.68466 1.20786 0.26401
C -1.01568 -0.10937 -0.20279
C -2.12098 -0.80499 -0.04868
N 0.69714 1.39527 0.17738
N 1.24659 2.31809 -0.43733
N -1.51390 2.10718 0.62807
H 2.26054 2.29766 -0.24897
H -1.07362 3.02394 0.71362
H 0.11263 -1.55485 -1.40303
H 1.24748 -0.28305 -1.36648
H -2.92630 -0.40695 0.55582
H -2.26453 -1.76171 -0.53402
H 1.70016 -0.79560 1.10982
H 0.52629 -2.09615 1.01665
H 2.01220 -2.19366 0.06510

[2]
17
Properties=species:S:1:pos:R:3 method="wB97M-V/def2-TZVPD" charge=0 lumo_ha=-0.0054 gap_ev=8.73 largest_force_ha_per_bohr=0.122 homo_ev=-8.87 de_lowest_kcal_mol=144.09 energy_ev=-9795.219
C 0.10433 -0.97402 0.19952
C -0.75259 0.88047 -1.11445
N -0.75910 0.10241 0.10608
C 1.45825 -0.00103 0.65207
N 2.20861 0.39805 -0.41202
N 1.63911 0.16105 1.87858
C -2.21632 -0.95226 0.10689
C -3.26863 -0.67219 0.65542
H 2.03783 0.01882 -1.32773
H 3.13420 0.76463 -0.24669
H 2.53614 0.56269 2.14927
H 0.35151 -1.50943 -0.72351
H -0.03334 -1.58520 1.08384
H -0.00112 1.66825 -1.02882
H -0.57978 0.27679 -2.01473
H -1.71905 1.37299 -1.19863
H -4.14004 -0.51202 1.23491

[3]
17
Properties=species:S:1:pos:R:3 method="wB97M-V/def2-TZVPD" charge=+2 lumo_ha="-0.4066 / -0.3995" gap_ev="8.58 / 8.83" largest_force_ha_per_bohr=0.094 homo_ev="-19.64 / -19.70" de_lowest_kcal_mol=125.60 energy_ev=-9777.026
C 0.52004 -2.38318 -0.12125
C -0.19961 -1.11266 -0.09503
C 1.77237 0.21477 0.09991
C 2.89281 1.01008 0.18262
C -2.32627 0.17778 0.07493
N 1.74212 -2.41709 0.00839
N 0.44858 0.11419 0.00087
N -1.51665 -1.05705 -0.07490
H -0.13997 -3.28005 -0.10930
H 3.39299 0.96422 -0.96682
H 3.71086 0.66911 0.77142
H 2.83467 2.06753 0.30896
H -2.10312 0.80069 -0.75464
H -3.32998 0.02751 0.22287
H -1.91091 0.66244 0.90304
H -0.02037 0.95128 -0.06247
H -2.04341 -1.93806 -0.53455

[4]
18
Properties=species:S:1:pos:R:3 method="wB97M-V/def2-TZVPD" charge=0 lumo_ha=0.0271 gap_ev=9.00 largest_force_ha_per_bohr=0.038 homo_ev=-8.26 de_lowest_kcal_mol=63.42 energy_ev=-11846.658
C 1.38425 -1.16097 1.03622
C -0.27498 0.76995 0.75075
C 1.11842 1.57851 -1.22361
C -1.21001 0.20896 -0.30148
N -1.11490 -1.11291 -0.65232
C 0.70434 0.11693 1.39941
O -0.73522 1.94236 1.25950
N 1.45238 0.78132 -2.00542
N -2.02788 1.05786 -0.78297
H -1.42419 2.24083 0.63464
H -1.85506 -1.46525 -1.24409
H -0.79368 -1.76595 0.04300
H 1.60487 -0.05955 -2.52604
H -2.65894 0.70714 -1.49626
H 1.11347 0.64235 2.25197
H 1.31309 -1.37092 -0.03187
H 2.44147 -1.10093 1.30146
H 0.96257 -2.00972 1.58711

[5]
18
Properties=species:S:1:pos:R:3 method="wB97M-V/def2-TZVPD" charge=0 lumo_ha=-0.0029 gap_ev=9.00 largest_force_ha_per_bohr=0.082 homo_ev=-9.08 de_lowest_kcal_mol=90.62 energy_ev=-11845.478
C 1.70846 -0.19356 1.73798
O 0.61668 -0.01263 2.33146
C 1.38178 0.95453 -0.15842
N 2.36500 1.55216 -0.32906
H -0.49920 0.80088 1.59483
H 1.87256 -1.10026 1.14106
H 2.60358 0.32235 2.09457
C -1.66877 -0.88243 -1.27080
C -0.21814 -0.56964 -1.01101
C -0.86274 1.29964 0.48164
N 0.03853 0.66909 -0.41116
N 0.76998 -1.32836 -1.24783
H 0.52739 -2.15989 -1.77698
H -2.20181 -1.03939 -0.33138
H -2.15015 -0.06350 -1.80691
H -1.74921 -1.79344 -1.85888
H -0.62338 2.35321 0.58761
H -1.91057 1.19122 0.23327

[6]
19
Properties=species:S:1:pos:R:3 method="wB97M-V/def2-TZVPD" charge=0 lumo_ha="0.0122 / 0.0122" gap_ev="8.07 / 8.07" largest_force_ha_per_bohr=0.076 homo_ev="-7.74 / -7.74" de_lowest_kcal_mol=98.65 energy_ev=-13892.304
C -1.32682 -0.95386 -0.26575
C 0.52006 -0.81719 -0.28362
C 0.90913 0.60901 0.07026
C -0.79421 0.71807 1.72135
N 0.93615 -1.20729 -1.59756
N 1.87920 1.19884 -0.66434
C 0.08114 1.36600 0.92947
O -1.77423 -0.13992 -1.33743
N -1.54079 0.38477 2.60790
O 1.22463 -1.17462 0.73821
H -1.81006 0.77447 -1.03183
H 0.23209 -0.96559 -2.28689
H 1.14237 -2.19851 -1.60618
H 2.33365 0.58104 -1.32728
H 2.43302 1.94274 -0.26468
H -1.30340 0.37251 3.59151
H -1.35183 -1.98503 -0.61981
H -1.99031 -0.94145 0.59860
H 0.20020 2.43600 1.02807